[1]
{
  "formula": "C37H35BrF4GeN2O2P2Pt",
  "method": "wB97M-V/def2-TZVPD",
  "charge": 3,
  "e_lumo_ev": [-10.18, -10.24],
  "s2": 0.7689,
  "orbital_gap_ev": [5.0, 4.9],
  "e_homo_ev": [-15.1, -15.1],
  "spin_multiplicity": 2,
  "species": ["Pt", "F", "C", "C", "F", "C", "F", "C", "P", "C", "C", "C", "C", "C", "C", "C", "C", "C", "C", "C", "C", "C", "Br", "C", "F", "H", "H", "H", "H", "H", "H", "H", "H", "H", "H", "C", "Ge", "C", "C", "C", "C", "C", "C", "C", "C", "C", "C", "C", "C", "C", "C", "C", "C", "H", "H", "H", "H", "H", "H", "H", "H", "H", "H", "H", "H", "H", "H", "H", "N", "C", "P", "O", "O", "C", "N", "H", "H", "H", "H", "H", "H", "H", "H", "H", "H"],
  "xyz": [[-0.067, 0.187, 0.122], [-5.974, 1.653, -3.466], [-5.001, 1.026, -2.852], [-4.972, -0.357, -2.823], [-5.917, -1.055, -3.411], [-3.935, -0.998, -2.170], [-3.943, -2.329, -2.156], [-2.909, -0.302, -1.538], [-1.569, -1.280, -0.790], [-2.303, -2.360, 0.436], [-1.586, -3.499, 0.824], [-2.151, -4.393, 1.724], [-3.418, -4.144, 2.249], [-4.102, -2.980, 1.907], [-3.543, -2.080, 1.010], [-0.867, -2.237, -2.137], [-1.230, -3.560, -2.395], [-0.709, -4.206, -3.506], [0.163, -3.542, -4.357], [0.529, -2.226, -4.099], [0.022, -1.574, -2.988], [-2.966, 1.094, -1.581], [-1.652, 2.209, -0.791], [-3.994, 1.749, -2.227], [-4.036, 3.070, -2.263], [-0.609, -3.701, 0.398], [-1.619, -5.299, 1.992], [-3.879, -4.864, 2.914], [-5.083, -2.787, 2.322], [-4.081, -1.176, 0.749], [-1.930, -4.081, -1.755], [-0.997, -5.229, -3.712], [0.552, -4.050, -5.231], [1.202, -1.707, -4.768], [0.304, -0.548, -2.791], [2.980, -1.652, -0.907], [2.298, 0.103, -0.434], [3.539, 0.939, 0.828], [3.173, 1.469, 2.066], [4.152, 1.947, 2.928], [5.485, 1.912, 2.546], [5.846, 1.381, 1.315], [4.876, 0.894, 0.447], [2.191, 1.256, -1.973], [2.520, 0.682, -3.198], [2.576, 1.463, -4.357], [2.258, 2.801, -4.293], [1.860, 3.413, -3.081], [1.501, 4.782, -3.036], [1.129, 5.369, -1.862], [1.101, 4.605, -0.676], [1.439, 3.278, -0.697], [1.821, 2.639, -1.893], [3.947, -1.533, -1.399], [2.300, -2.198, -1.562], [3.134, -2.232, 0.003], [2.133, 1.482, 2.376], [3.879, 2.337, 3.901], [6.247, 2.308, 3.204], [6.887, 1.343, 1.022], [5.173, 0.503, -0.521], [2.771, -0.371, -3.263], [2.870, 1.013, -5.296], [2.317, 3.412, -5.187], [1.525, 5.359, -3.953], [0.873, 6.419, -1.835], [0.817, 5.081, 0.254], [1.447, 2.706, 0.234], [-0.995, -2.423, 3.924], [-1.371, -1.188, 4.701], [-0.523, 0.226, 3.868], [0.854, 0.405, 4.415], [-0.765, -0.092, 2.411], [-1.375, 1.762, 4.463], [-0.324, 2.531, 5.219], [-0.034, -2.702, 4.132], [-1.032, -2.186, 2.924], [-1.608, -3.218, 4.108], [-1.050, -1.292, 5.735], [-2.454, -1.083, 4.654], [-2.216, 1.541, 5.116], [-1.740, 2.343, 3.619], [0.526, 1.927, 5.156], [-0.563, 2.671, 6.201], [-0.126, 3.444, 4.812]],
  "forces_ev_per_a": [[-1.4, 0.7, 0.9], [0.0, 0.0, 0.0], [-0.1, 0.0, -0.1], [-0.1, 0.0, -0.1], [0.0, 0.0, 0.0], [0.1, -0.1, 0.0], [0.0, 0.0, 0.1], [0.0, 0.1, 0.2], [0.9, 0.1, -0.8], [0.2, 0.0, 0.3], [0.0, 0.0, 0.0], [0.0, 0.0, 0.0], [0.0, 0.0, 0.0], [0.0, 0.0, 0.1], [0.0, 0.0, 0.0], [0.1, -0.1, 0.1], [0.0, 0.0, 0.0], [0.0, -0.1, 0.0], [0.0, 0.0, 0.0], [0.0, 0.0, 0.0], [-0.2, -0.1, 0.0], [0.1, -0.1, 0.1], [-0.1, 0.0, -0.2], [0.1, 0.1, 0.0], [0.0, 0.0, 0.0], [0.0, 0.0, 0.0], [0.0, 0.0, 0.0], [0.0, 0.0, 0.0], [0.0, 0.0, 0.0], [0.0, -0.1, -0.1], [0.0, 0.0, 0.0], [0.0, 0.0, 0.0], [0.0, 0.0, 0.0], [0.0, 0.0, 0.0], [0.0, 0.0, 0.0], [-0.4, -0.2, 0.2], [2.1, -0.4, -0.9], [-0.9, -0.1, 0.7], [0.3, -0.1, 0.0], [-0.1, 0.0, -0.1], [0.0, 0.0, 0.0], [0.0, 0.1, -0.1], [0.0, 0.0, 0.0], [-0.8, -0.1, -0.1], [-0.2, 0.2, 0.2], [0.1, 0.1, 0.0], [0.0, -0.1, 0.0], [0.1, -0.1, 0.0], [0.0, 0.1, 0.0], [0.0, 0.0, 0.0], [0.0, 0.0, 0.0], [-0.1, 0.0, 0.1], [0.2, -0.1, -0.2], [0.0, 0.0, 0.0], [0.1, 0.0, 0.0], [0.0, 0.0, 0.0], [0.0, 0.0, 0.0], [0.0, 0.0, 0.0], [0.0, -0.1, 0.0], [0.0, 0.0, 0.0], [0.0, 0.0, 0.1], [0.0, 0.0, 0.0], [0.1, 0.1, 0.0], [-0.1, 0.0, 0.0], [0.0, 0.0, 0.0], [0.0, 0.0, 0.0], [0.1, 0.0, 0.0], [0.0, 0.0, 0.0], [0.2, 0.4, 0.3], [0.0, 0.0, 0.0], [0.4, -0.3, 0.0], [-0.1, -0.1, -0.1], [0.1, 0.2, -0.2], [-0.1, -0.1, -0.1], [-0.4, 0.2, 0.1], [0.0, 0.0, 0.0], [-0.1, -0.1, -0.1], [-0.1, 0.0, 0.0], [0.0, -0.1, 0.0], [0.0, 0.0, 0.0], [0.0, 0.1, 0.0], [0.0, 0.1, 0.0], [0.3, -0.2, 0.0], [0.0, 0.0, 0.0], [0.0, 0.0, 0.0]],
  "lowdin_charge": [0.540, 0.203, -0.111, -0.118, 0.190, -0.201, 0.132, -0.286, 0.972, -0.362, -0.108, -0.074, -0.054, -0.038, -0.060, -0.351, -0.071, -0.030, -0.022, -0.048, -0.116, -0.526, 0.962, -0.251, 0.119, 0.121, 0.127, 0.126, 0.125, 0.121, 0.110, 0.126, 0.127, 0.115, 0.068, -0.196, 0.901, -0.312, -0.132, -0.067, -0.049, -0.045, -0.090, -0.255, -0.099, -0.029, 0.035, -0.144, 0.006, -0.040, -0.065, -0.133, -0.200, 0.045, 0.013, 0.037, 0.061, 0.107, 0.120, 0.122, 0.110, 0.096, 0.123, 0.135, 0.131, 0.122, 0.115, 0.069, 0.169, -0.154, 0.438, -0.312, -0.446, -0.145, 0.154, 0.181, 0.101, 0.154, 0.120, 0.114, 0.113, 0.109, 0.106, 0.177, 0.173]
}

***

[2]
{
  "formula": "C37H35CeClN2S2Si2",
  "method": "wB97M-V/def2-TZVPD",
  "charge": 1,
  "e_lumo_ev": [-3.44, -3.44],
  "s2": 0.7509,
  "orbital_gap_ev": [4.8, 4.8],
  "e_homo_ev": [-8.3, -8.3],
  "spin_multiplicity": 2,
  "species": ["C", "C", "C", "H", "C", "C", "H", "H", "H", "H", "Ce", "Si", "C", "C", "H", "C", "H", "C", "H", "C", "H", "C", "H", "C", "C", "H", "C", "H", "C", "H", "C", "H", "C", "H", "H", "Si", "C", "C", "H", "C", "H", "C", "H", "C", "H", "C", "H", "C", "C", "H", "C", "H", "C", "H", "C", "H", "C", "H", "H", "Cl", "C", "C", "N", "C", "C", "S", "C", "C", "S", "C", "N", "C", "H", "H", "H", "H", "H", "H", "H", "H"],
  "xyz": [[0.288, 1.794, -0.098], [0.206, 1.357, -1.456], [-1.170, 1.189, -1.774], [1.046, 1.198, -2.126], [-1.942, 1.522, -0.623], [-1.033, 1.890, 0.420], [-1.309, 2.149, 1.441], [1.203, 2.017, 0.441], [-1.576, 0.902, -2.742], [-3.021, 1.496, -0.539], [-0.687, -0.498, 0.030], [-3.762, -3.350, -5.114], [-3.120, -5.116, -5.655], [-3.601, -6.303, -5.070], [-4.468, -6.277, -4.408], [-2.949, -7.542, -5.231], [-3.261, -8.401, -4.639], [-1.879, -7.664, -6.113], [-1.345, -8.608, -6.210], [-1.566, -6.563, -6.908], [-0.769, -6.667, -7.636], [-2.222, -5.339, -6.730], [-1.961, -4.518, -7.388], [-5.566, -3.914, -4.896], [-6.346, -4.454, -5.948], [-5.921, -4.501, -6.952], [-7.655, -4.896, -5.732], [-8.244, -5.246, -6.568], [-8.203, -4.871, -4.461], [-9.226, -5.177, -4.295], [-7.416, -4.468, -3.397], [-7.805, -4.484, -2.380], [-6.114, -3.985, -3.605], [-5.512, -3.646, -2.757], [-3.487, -2.570, -6.358], [-2.445, -4.706, -2.023], [-3.306, -2.962, -2.073], [-3.470, -2.187, -3.349], [-2.608, -2.178, -4.088], [-4.007, -0.836, -3.256], [-3.947, -0.204, -4.149], [-4.499, -0.318, -2.084], [-4.907, 0.690, -2.053], [-4.436, -1.039, -0.903], [-4.763, -0.625, 0.066], [-3.851, -2.326, -0.926], [-3.768, -2.864, 0.038], [-0.915, -4.184, -3.024], [-0.597, -2.835, -3.284], [-1.218, -2.030, -2.907], [0.458, -2.465, -4.114], [0.613, -1.393, -4.323], [1.347, -3.432, -4.577], [2.304, -3.126, -5.003], [1.054, -4.777, -4.385], [1.745, -5.559, -4.717], [-0.104, -5.130, -3.695], [-0.401, -6.180, -3.666], [-2.106, -5.228, -0.746], [-1.867, -2.332, 1.598], [2.540, -1.690, -1.798], [2.829, -1.255, -0.412], [1.891, -0.866, 0.438], [2.444, -0.495, 1.681], [3.818, -0.677, 1.744], [4.455, -1.252, 0.239], [1.552, -0.106, 2.745], [1.848, 0.036, 4.092], [0.414, 0.185, 5.048], [-0.539, 0.133, 3.571], [0.178, -0.019, 2.467], [-2.011, 0.015, 3.626], [3.437, -2.178, -2.204], [1.730, -2.438, -1.814], [2.281, -0.814, -2.424], [4.413, -0.497, 2.628], [2.852, -0.011, 4.500], [-2.331, 0.025, 4.675], [-2.493, 0.809, 3.039], [-2.288, -0.966, 3.212]],
  "forces_ev_per_a": [[-0.2, 0.9, -0.7], [-0.4, 1.2, 0.2], [-0.1, 1.1, -0.2], [-0.2, 0.0, 0.1], [0.6, 1.3, -0.2], [-0.3, 1.1, -0.9], [0.1, 0.0, -0.3], [-0.2, -0.1, -0.1], [0.1, -0.1, 0.3], [0.1, -0.1, 0.0], [0.4, -5.8, 2.0], [-2.5, -2.1, -0.9], [0.5, -0.2, -0.3], [0.4, -0.3, 1.0], [0.4, 0.1, 0.1], [-0.2, 0.4, -0.2], [-0.1, 0.2, -0.2], [-0.4, 0.3, 0.1], [-0.1, 0.3, 0.0], [-0.2, 0.1, 0.0], [-0.2, 0.2, -0.2], [0.7, 0.3, 0.8], [0.2, 0.1, 0.1], [-0.6, 0.0, 0.4], [0.2, 0.4, 0.2], [-0.2, 0.0, 0.2], [0.6, 0.3, -0.3], [0.0, 0.0, -0.1], [0.2, 0.0, 0.2], [0.0, -0.1, 0.0], [0.5, 0.4, 0.4], [0.0, 0.0, -0.2], [-0.2, 0.2, -0.3], [-0.5, -0.1, -0.2], [0.1, 0.4, 0.7], [-1.3, 2.4, -1.7], [1.1, -0.9, -0.7], [0.6, -0.6, -0.5], [0.2, 0.4, 1.2], [-0.3, -0.1, -0.3], [-0.3, -0.2, 0.2], [0.0, 1.0, -1.7], [0.1, -0.1, -0.2], [1.0, -2.6, 1.2], [0.1, -0.2, -0.6], [-1.1, 0.5, 1.1], [-0.1, 0.4, -0.8], [0.6, -0.2, -0.9], [0.5, -0.2, -0.2], [0.2, -0.1, 0.3], [0.0, 0.3, 0.3], [0.1, -0.6, 0.1], [0.4, 0.1, 0.0], [-0.4, -0.1, -0.3], [0.1, 0.0, 0.3], [-0.3, 0.3, -0.1], [-0.4, -0.1, 0.4], [0.2, 0.2, 0.2], [0.4, 0.0, 1.3], [0.3, -0.5, -0.4], [0.3, -0.2, -0.3], [0.0, 0.2, 1.2], [1.2, 0.2, 0.1], [1.6, -0.8, -1.4], [-1.3, 0.3, -0.2], [-1.6, 0.3, 0.5], [-1.2, 0.3, 1.9], [-0.1, -0.3, -1.1], [0.2, 0.2, -1.7], [1.2, -0.7, -0.1], [0.3, 0.1, 1.0], [-0.3, 0.1, 0.5], [-0.4, 0.2, -0.1], [0.2, 0.4, 0.0], [0.1, -0.5, 0.2], [0.2, 0.0, -0.3], [-0.3, 0.0, 0.2], [-0.1, 0.4, -0.3], [-0.1, -0.2, 0.3], [0.1, 0.5, 0.2]],
  "lowdin_charge": [-0.186, -0.174, -0.190, 0.120, -0.196, -0.203, 0.123, 0.131, 0.124, 0.115, 0.929, 0.875, -0.281, -0.118, 0.095, -0.078, 0.108, -0.090, 0.108, -0.092, 0.103, -0.104, 0.092, -0.298, -0.091, 0.107, -0.080, 0.104, -0.088, 0.106, -0.075, 0.106, -0.098, 0.073, 0.023, 0.812, -0.349, -0.328, 0.052, -0.071, 0.123, -0.126, 0.114, -0.079, 0.126, -0.176, 0.048, -0.342, -0.175, 0.064, -0.116, 0.114, -0.098, 0.110, -0.071, 0.114, -0.102, 0.101, -0.096, 0.128, -0.065, -0.584, -0.009, -0.293, -0.303, 1.116, -0.297, -0.308, 1.113, -0.590, -0.026, -0.112, 0.092, 0.087, 0.089, 0.083, 0.084, 0.086, 0.091, -0.030]
}

***

Summary of energy above the lowest of the compared OMol25 structures with the same formula, charge and spin in kcal per mole
42.1 115.9
(order as listed above)